# 1
Here is a single CH4N2OS molecule from the OMol25 dataset. Energies are from ωB97M-V with the def2-TZVPD basis set.

Output
energy above the lowest of the compared OMol25 structures with the same formula, charge and spin	103.2	kcal/mol
energy	-623.2947	a.u.
Kohn-Sham gap	8.5184	eV
SMILES	NC#S(N)=O
net charge	0

Geometry as XYZ:
```
9
CH4N2OS, DFT ωB97M-V with the def2-TZVPD basis set
N 1.89469 -0.11911 -0.05656
C 1.13686 -0.26462 0.96658
S -0.82188 -0.81432 0.21903
N -2.22480 0.44815 0.17835
O -0.31728 -0.89635 -1.13636
H 1.51096 -0.10928 -1.07013
H 2.88752 -0.14756 0.00026
H -1.61183 1.18933 -0.20235
H -2.45424 0.71376 1.10118
```

And the Mulliken charges, in e, turn out to be: number 1, N, carries -0.21; number 2, C, carries -0.17; number 3, S, carries 0.46; number 4, N, carries -0.58; number 5, O, carries -0.57; number 6, H, carries 0.28; number 7, H, carries 0.25; number 8, H, carries 0.28; number 9, H, carries 0.27

# 2
Here is a molecular structure, C34H28Cl5N5O4S2Sc from the OMol25 dataset. Energies are from ωB97M-V with the def2-TZVPD basis set.

Output
energy above the lowest of the compared OMol25 structures with the same formula, charge and spin	7.1	kcal/mol
energy	-5745.4907	a.u.
Kohn-Sham gap	7.1186	eV
net charge	-1

Geometry as XYZ:
```
79
C34H28Cl5N5O4S2Sc, DFT ωB97M-V with the def2-TZVPD basis set
Sc 0.25123 0.06378 -0.09682
C 2.78217 1.13152 3.57620
C 2.10041 0.47713 2.41413
N 1.17660 1.06340 1.72509
N 0.88414 2.33405 2.04011
C -0.28123 2.80850 1.63567
N -0.44589 4.14678 1.82014
S -1.60933 1.93847 0.99935
C 2.39581 -0.91432 2.08694
C 3.35422 -1.64957 2.79022
C 3.56298 -2.97615 2.47233
C 2.80919 -3.55192 1.45880
C 1.89689 -2.75475 0.79442
N 1.69290 -1.47770 1.09124
H 2.38941 2.13769 3.68697
H 3.86230 1.18689 3.42196
H 2.58752 0.56747 4.49147
H 0.38431 4.69939 1.96230
H -1.23218 4.58223 1.36305
H 3.92762 -1.17725 3.57428
H 4.30503 -3.55716 3.00444
H 2.92576 -4.59234 1.19068
H 1.30354 -3.14808 -0.02445
Cl -1.49158 -2.19600 -1.05643
C -1.84779 -2.18422 0.64927
C -1.15923 -1.23009 1.39353
C -1.46156 -1.29414 2.75976
Cl -0.72996 -0.16849 3.86208
C -2.35420 -2.20867 3.32241
Cl -2.65649 -2.23406 5.02272
C -3.01882 -3.11885 2.50504
Cl -4.14992 -4.23756 3.17178
C -2.75928 -3.10696 1.14215
Cl -3.56038 -4.22683 0.09887
C 6.00642 -0.48726 -1.47303
C 5.20686 0.21367 -0.54855
C 3.84302 0.15790 -0.63747
C 3.18286 -0.58483 -1.65009
C 1.74744 -0.65104 -1.69659
C 1.23201 -1.27721 -2.81830
C 2.02931 -1.89470 -3.80927
C 3.38936 -1.89772 -3.70339
C 4.00380 -1.22948 -2.61949
C 5.41308 -1.18218 -2.48899
H 7.08566 -0.46533 -1.37853
H 5.68081 0.80745 0.22475
H 3.23258 0.71909 0.05859
H 0.15755 -1.31705 -2.97291
H 1.55060 -2.38922 -4.64854
H 4.00888 -2.38732 -4.44766
H 6.01551 -1.70332 -3.22645
C -5.71133 1.83041 -4.45103
C -4.76890 2.78419 -3.76794
C -4.42743 2.61509 -2.42989
C -3.53283 3.47034 -1.80752
C -2.97352 4.50182 -2.54045
C -3.30968 4.70567 -3.87035
C -4.20877 3.84599 -4.47796
S -1.74711 5.55615 -1.80539
O -2.15745 5.91557 -0.47586
O -1.48173 6.59753 -2.76192
N -0.35492 4.69924 -1.63068
C 0.30888 4.11535 -2.80558
C -0.10780 2.67947 -3.16870
C -0.08489 1.77490 -1.94705
O 0.76496 2.01019 -1.04392
O -0.88256 0.80686 -1.85021
H -6.34372 1.31718 -3.72788
H -5.14882 1.07234 -5.00048
H -6.34678 2.35594 -5.16438
H -4.85483 1.79509 -1.86554
H -3.25297 3.32737 -0.77112
H -2.86025 5.52989 -4.40802
H -4.47905 3.99425 -5.51715
H -0.36351 4.07555 -0.82350
H 1.37647 4.10871 -2.59080
H 0.12902 4.79857 -3.63609
H 0.62491 2.25879 -3.86346
H -1.08430 2.62653 -3.64298
```

And the Mulliken charges, in e, turn out to be: number 1, Sc, carries -1.17; number 2, C, carries -2.05; number 3, C, carries 0.48; number 4, N, carries 2.45; number 5, N, carries -1.91; number 6, C, carries 0.14; number 7, N, carries -0.43; number 8, S, carries -0.45; number 9, C, carries 0.79; number 10, C, carries -1.09; number 11, C, carries -0.60; number 12, C, carries -1.01; number 13, C, carries -0.52; number 14, N, carries 1.00; number 15, H, carries 0.43; number 16, H, carries 0.35; number 17, H, carries 0.33; number 18, H, carries 0.24; number 19, H, carries 0.22; number 20, H, carries 0.50; number 21, H, carries 0.42; number 22, H, carries 0.44; number 23, H, carries 0.39; number 24, Cl, carries -0.27; number 25, C, carries 1.63; number 26, C, carries -1.52; number 27, C, carries 1.30; number 28, Cl, carries -0.22; number 29, C, carries -0.41; number 30, Cl, carries -0.22; number 31, C, carries 0.80; number 32, Cl, carries -0.22; number 33, C, carries -0.63; number 34, Cl, carries -0.22; number 35, C, carries -0.58; number 36, C, carries -0.97; number 37, C, carries -0.39; number 38, C, carries 0.44; number 39, C, carries 1.47; number 40, C, carries -0.59; number 41, C, carries -1.20; number 42, C, carries -0.87; number 43, C, carries 1.13; number 44, C, carries -0.89; number 45, H, carries 0.39; number 46, H, carries 0.44; number 47, H, carries 0.61; number 48, H, carries 0.20; number 49, H, carries 0.40; number 50, H, carries 0.34; number 51, H, carries 0.37; number 52, C, carries -1.47; number 53, C, carries 0.98; number 54, C, carries -0.89; number 55, C, carries -0.33; number 56, C, carries 0.02; number 57, C, carries -0.39; number 58, C, carries -0.60; number 59, S, carries 1.21; number 60, O, carries -0.71; number 61, O, carries -0.73; number 62, N, carries 0.08; number 63, C, carries -1.00; number 64, C, carries -0.48; number 65, C, carries 1.32; number 66, O, carries -0.75; number 67, O, carries -0.58; number 68, H, carries 0.37; number 69, H, carries 0.28; number 70, H, carries 0.39; number 71, H, carries 0.35; number 72, H, carries 0.49; number 73, H, carries 0.48; number 74, H, carries 0.36; number 75, H, carries -0.05; number 76, H, carries 0.37; number 77, H, carries 0.49; number 78, H, carries 0.36; number 79, H, carries 0.16

# 3
Here is a single C6H6N2O molecule from the OMol25 dataset. Energies are from ωB97M-V with the def2-TZVPD basis set.

Output
energy above the lowest of the compared OMol25 structures with the same formula, charge and spin	154.3	kcal/mol
energy	-416.7278	a.u.
Kohn-Sham gap (spin up / spin down)	6.8268 / 7.0179	eV
net charge	0

Geometry as XYZ:
```
15
C6H6N2O, DFT ωB97M-V with the def2-TZVPD basis set
C 3.49345 -0.78726 0.01999
C 0.54588 1.66951 -0.01297
C 1.92055 1.33163 0.13146
C -0.70457 1.08945 -0.23737
C 2.73844 0.33263 0.04356
C -2.49811 -1.82411 0.08588
N 4.11913 -1.81881 -0.00587
N -1.01070 -0.15393 -0.08206
O -2.32336 -0.44299 -0.02250
H 0.34031 2.74182 -0.15252
H 2.53545 2.34735 0.17624
H -1.52720 1.88234 -0.38268
H -1.47439 -2.23446 0.25048
H -3.00557 -2.16234 -0.85122
H -3.14933 -1.97081 1.03959
```

And the Mulliken charges, in e, turn out to be: number 1, C, carries 0.29; number 2, C, carries -0.14; number 3, C, carries -0.35; number 4, C, carries -0.08; number 5, C, carries 0.28; number 6, C, carries -0.42; number 7, N, carries -0.50; number 8, N, carries -0.32; number 9, O, carries -0.13; number 10, H, carries 0.22; number 11, H, carries 0.19; number 12, H, carries 0.26; number 13, H, carries 0.31; number 14, H, carries 0.20; number 15, H, carries 0.18

# 4
Here is a molecular structure, C57H56Cl4N5O3RbSb2 from the OMol25 dataset. Energies are from ωB97M-V with the def2-TZVPD basis set.

Output
energy above the lowest of the compared OMol25 structures with the same formula, charge and spin	15.8	kcal/mol
energy	-5050.4961	a.u.
Kohn-Sham gap	4.9194	eV
net charge	-2

Geometry as XYZ:
```
128
C57H56Cl4N5O3RbSb2, DFT ωB97M-V with the def2-TZVPD basis set
Rb 0.43268 -0.59670 0.63184
Cl 7.13227 -2.95503 0.01488
C 5.48717 -2.53476 -0.38407
C 4.78912 -3.26767 -1.31511
Cl 5.53605 -4.61711 -2.12677
C 3.45801 -2.91775 -1.60232
Cl 2.55271 -3.82527 -2.79069
C 2.78399 -1.85057 -0.98938
O 1.56201 -1.55320 -1.25725
C 3.53934 -1.04853 -0.01299
O 2.97752 -0.04400 0.56443
C 4.86150 -1.44465 0.24821
Cl 5.72956 -0.54798 1.46947
C 1.88625 -6.03510 3.43310
C 2.19307 -5.10107 2.45415
C 1.33346 -4.03359 2.22985
C 0.16751 -3.91677 2.97314
C -0.14629 -4.84719 3.95502
C 0.72116 -5.90419 4.18285
N -0.65772 -2.78030 2.64502
N -1.82537 -2.88363 3.03286
C -2.71899 -1.80556 2.62181
C -3.85368 -1.74360 3.43888
C -4.84365 -0.82378 3.13749
C -4.67178 -0.01675 2.01004
C -3.52580 -0.13160 1.23295
C -2.46631 -1.04177 1.47563
H 2.55730 -6.86510 3.61824
H 3.09682 -5.18838 1.86493
H 1.56520 -3.29636 1.47133
H -1.06182 -4.73102 4.51876
H 0.48798 -6.63208 4.95136
H -3.95204 -2.40909 4.29074
H -5.73411 -0.74500 3.75128
H -5.45096 0.69077 1.73625
H -3.46529 0.52217 0.36053
C -0.93632 3.66668 -2.18436
C 0.44976 4.31088 -2.31905
C 1.24465 4.39909 -1.01588
Sb 1.95254 2.46603 -0.28689
C 3.43070 3.35511 0.98677
C 3.13009 4.48001 1.75596
C 4.08002 5.03187 2.60967
C 5.34225 4.46081 2.70805
C 5.64684 3.33797 1.95007
C 4.69801 2.79019 1.09607
C 3.30002 2.21848 -1.94635
C 4.14710 3.24422 -2.36619
C 5.02393 3.05521 -3.42422
C 5.06828 1.82748 -4.07739
C 4.23242 0.80108 -3.66888
C 3.35201 0.99739 -2.60924
Sb -1.10158 1.48829 -2.00691
C -0.17866 1.03924 -3.88620
C -0.23194 1.90694 -4.97387
C 0.37590 1.57212 -6.17749
C 1.04383 0.36073 -6.30090
C 1.10473 -0.50822 -5.22080
C 0.49876 -0.17255 -4.01650
C -3.12114 1.60332 -2.76660
C -3.53960 0.99345 -3.94644
C -4.85902 1.09319 -4.36955
C -5.78782 1.80013 -3.61656
C -5.38770 2.40737 -2.43474
C -4.06513 2.30577 -2.01899
H -1.56005 3.92623 -3.04274
H -1.43875 4.06502 -1.29635
H 0.30357 5.32700 -2.71042
H 1.03782 3.78469 -3.07995
H 0.61979 4.81658 -0.22155
H 2.11288 5.05232 -1.13317
H 2.14251 4.92280 1.69906
H 3.83110 5.90895 3.19792
H 6.08342 4.88574 3.37581
H 6.62191 2.87132 2.02927
H 4.94013 1.89851 0.53222
H 4.13763 4.20089 -1.85346
H 5.67807 3.86262 -3.73489
H 5.75875 1.67463 -4.89916
H 4.25957 -0.16266 -4.16340
H 2.69871 0.18906 -2.30206
H -0.74950 2.85674 -4.88805
H 0.33337 2.25968 -7.01488
H 1.52657 0.10029 -7.23618
H 1.63760 -1.44889 -5.29876
H 0.58391 -0.85127 -3.17308
H -2.83133 0.42080 -4.53318
H -5.16363 0.60817 -5.29026
H -6.81812 1.87135 -3.94586
H -6.10246 2.95479 -1.83086
H -3.77468 2.78204 -1.08667
O -0.24919 3.75620 1.94342
C -0.37466 2.93583 2.84202
C -1.55801 2.00614 2.90802
C -2.46982 2.20141 4.12214
C -1.94838 1.49143 5.36901
C -0.59503 1.98179 5.87842
C 0.54715 1.82033 4.87468
N 0.54737 2.84008 3.83768
H -1.24159 0.95786 2.91441
H -2.10166 2.16485 1.97837
H -3.44185 1.77324 3.87173
H -2.62068 3.27043 4.31013
H -1.86693 0.42486 5.12859
H -2.68729 1.56516 6.17249
H -0.33671 1.42729 6.78557
H -0.65167 3.04009 6.15492
H 0.52090 0.81629 4.43624
H 1.50416 1.90952 5.38839
H 1.40053 3.34730 3.65267
N -2.05699 -1.43621 -2.58265
C -2.47722 -2.24302 -1.86685
N -2.87246 -3.24944 -1.11595
C -4.20715 -3.29645 -0.53373
C -4.61575 -4.76999 -0.32995
C -3.71111 -5.70825 -1.12419
C -2.26397 -5.58290 -0.64432
C -1.86363 -4.10225 -0.48839
H -4.88358 -2.77809 -1.21338
H -4.20993 -2.75525 0.41730
H -5.66076 -4.90426 -0.61723
H -4.54716 -5.02232 0.73217
H -3.76906 -5.45008 -2.18487
H -4.05167 -6.74219 -1.02834
H -1.58953 -6.09496 -1.33275
H -2.16311 -6.07814 0.32538
H -0.90260 -3.88068 -0.95028
H -1.78957 -3.82308 0.56076
```

Atom charges from the Mulliken analysis, given in e for atoms 1 to 99: number 1, Rb, carries 1.22; number 2, Cl, carries -0.28; number 3, C, carries 0.27; number 4, C, carries 0.16; number 5, Cl, carries -0.29; number 6, C, carries 0.18; number 7, Cl, carries -0.26; number 8, C, carries -0.28; number 9, O, carries -0.58; number 10, C, carries -0.27; number 11, O, carries -0.57; number 12, C, carries 0.41; number 13, Cl, carries -0.26; number 14, C, carries -0.51; number 15, C, carries -0.72; number 16, C, carries 0.30; number 17, C, carries -0.41; number 18, C, carries -0.59; number 19, C, carries -0.53; number 20, N, carries 0.91; number 21, N, carries -0.46; number 22, C, carries -0.93; number 23, C, carries -0.22; number 24, C, carries -0.98; number 25, C, carries -0.15; number 26, C, carries -0.50; number 27, C, carries 1.61; number 28, H, carries 0.37; number 29, H, carries 0.55; number 30, H, carries 0.38; number 31, H, carries 0.41; number 32, H, carries 0.34; number 33, H, carries 0.43; number 34, H, carries 0.28; number 35, H, carries 0.36; number 36, H, carries -0.45; number 37, C, carries -1.39; number 38, C, carries -0.29; number 39, C, carries -1.35; number 40, Sb, carries 0.28; number 41, C, carries 0.55; number 42, C, carries -0.93; number 43, C, carries -0.45; number 44, C, carries -0.56; number 45, C, carries -0.56; number 46, C, carries -0.21; number 47, C, carries 0.51; number 48, C, carries -0.45; number 49, C, carries -0.69; number 50, C, carries -0.76; number 51, C, carries -0.88; number 52, C, carries 0.03; number 53, Sb, carries 0.08; number 54, C, carries 1.52; number 55, C, carries -0.32; number 56, C, carries -0.61; number 57, C, carries -0.69; number 58, C, carries -0.54; number 59, C, carries -1.03; number 60, C, carries 0.80; number 61, C, carries -0.53; number 62, C, carries -0.66; number 63, C, carries -0.44; number 64, C, carries -0.61; number 65, C, carries -0.36; number 66, H, carries 0.63; number 67, H, carries 0.50; number 68, H, carries 0.42; number 69, H, carries 0.11; number 70, H, carries 0.63; number 71, H, carries 0.51; number 72, H, carries 0.40; number 73, H, carries 0.38; number 74, H, carries 0.36; number 75, H, carries 0.43; number 76, H, carries 0.32; number 77, H, carries 0.27; number 78, H, carries 0.39; number 79, H, carries 0.33; number 80, H, carries 0.53; number 81, H, carries 0.14; number 82, H, carries 0.26; number 83, H, carries 0.36; number 84, H, carries 0.33; number 85, H, carries 0.43; number 86, H, carries 0.24; number 87, H, carries 0.40; number 88, H, carries 0.38; number 89, H, carries 0.36; number 90, H, carries 0.39; number 91, H, carries 0.22; number 92, O, carries -0.66; number 93, C, carries -0.23; number 94, C, carries 1.29; number 95, C, carries -0.85; number 96, C, carries -0.47; number 97, C, carries -0.85; number 98, C, carries -0.45; number 99, N, carries 0.05